Below is C3H4IO6PSTm as an isolated structure at a distorted geometry, with properties calculated with the ωB97M-V functional and the def2-TZVPD basis.

Properties
Charge: +3
Multiplicity: 3
DFT total energy, hartree: -2689.41402
Largest force on an atom, eV/Å: 6.726
Expectation value of S²: 2.004

Geometry as XYZ:
```
17
Properties=species:S:1:pos:R:3:forces:R:3:nbo_charge:R:1
O 3.61316 -0.66864 0.17090 -2.201 2.914 0.484 -0.822
C 2.81432 0.32110 0.32146 0.577 -1.509 -0.181 0.485
I 3.46703 2.22700 1.20394 -0.559 -1.805 -0.782 0.359
C 1.24862 0.26144 -0.11466 0.242 1.076 -0.709 -0.224
O 1.03367 -0.54345 -1.31745 -2.797 0.619 1.340 -0.485
C -0.33347 -1.03010 -1.20684 0.955 -6.583 0.995 0.934
O -0.47678 -2.23568 -0.87093 0.227 6.313 -1.669 -0.420
O -1.47712 -0.21332 -1.52689 0.677 0.261 3.493 -0.703
P -2.30831 0.36282 -0.15644 -3.734 -1.766 -0.817 1.934
O -2.22150 -0.64792 1.19943 0.016 2.406 -2.707 -0.889
O -3.92298 0.62516 -0.67301 4.278 -1.436 1.531 -0.862
S -1.68571 2.15562 0.44558 0.094 0.752 0.003 0.133
H 0.97055 1.34896 -0.40347 0.490 -1.623 0.850 0.252
H 0.57157 -0.16281 0.71818 1.532 0.774 -0.661 0.251
H -2.43281 -0.06368 1.98535 0.122 -0.788 -0.687 0.550
H -4.49345 -0.10391 -0.31730 0.132 0.450 -0.360 0.555
Tm 5.63320 -1.63260 0.54217 -0.051 -0.056 -0.123 1.951
```
Forces are in eV/Å.